Entry 1:
49
Properties=species:S:1:pos:R:3:forces:R:3 method="wB97M-V/def2-TZVPD" relative_energy_kcal_mol=55.92 fmax_ev_per_a=10.454 spin_multiplicity=1 homo_lumo_gap_ev=8.684 total_charge=-1
C 0.9857 0.0620 -0.4541 -0.48 1.66 -1.11
C 1.8728 0.3519 -1.7843 -1.90 1.09 3.14
S 3.2789 1.4104 -1.4095 0.67 0.13 0.87
C -0.2097 -0.9520 -0.6607 0.76 2.21 1.49
N 0.2404 -2.3185 -0.4727 -1.36 0.50 -2.53
C 0.7338 -2.8024 -1.8128 -0.96 -3.52 1.95
H 1.6534 -0.1997 0.3658 -0.09 -0.60 -0.12
H 0.5494 1.0410 -0.0847 0.48 -0.82 -0.70
H 1.2223 1.0004 -2.3842 0.29 -0.86 -0.61
H 2.2141 -0.5889 -2.1073 0.23 -0.72 -1.12
H -0.9984 -0.5514 0.0378 0.65 -0.99 0.00
H -0.7091 -0.7584 -1.6037 0.23 -0.41 -0.58
H 0.8974 -2.2963 0.2872 0.46 -0.43 0.08
H -0.1287 -3.3457 -2.3745 1.19 1.27 0.84
H 1.3990 -3.6911 -1.5096 -0.38 1.48 -1.03
H 1.1870 -2.0614 -2.4533 0.27 -0.06 -0.04
H -1.4974 3.7760 -0.1682 0.83 0.07 0.47
H -2.8199 3.1658 -0.3983 -1.37 -1.33 0.48
O -2.2534 3.8254 -0.7408 0.63 1.11 -0.90
H 0.8463 2.1561 2.0438 -0.68 1.58 -0.80
H 1.3365 3.2834 1.1938 4.26 1.53 -2.50
O 0.5786 3.0648 1.5993 -3.64 -2.75 3.01
H -2.4307 1.8264 -2.2382 -0.12 0.12 -0.36
H -1.9204 2.3358 -3.5976 -0.82 -0.67 0.54
O -2.5755 1.7183 -3.1957 0.90 0.59 -0.14
H -4.3948 1.1393 -1.2652 -1.66 -1.24 -3.59
H -3.7947 0.5953 0.0222 -0.27 1.52 -0.84
O -4.0323 1.4401 -0.4995 2.11 -0.35 4.46
H -4.1397 -0.3530 1.9145 2.82 -1.07 -1.42
H -2.4683 -0.4177 1.6828 -1.79 0.34 0.20
O -3.3714 -0.7313 1.3197 -1.14 1.96 1.74
H 0.7844 -0.9721 2.5906 -0.41 -1.55 -0.61
H -0.4478 -1.8619 2.2602 0.35 -0.26 0.06
O 0.5144 -1.9329 2.3703 0.09 1.34 0.47
H 2.4564 0.4345 2.3890 2.06 -0.28 -0.36
H 0.9964 0.7526 3.4432 -0.07 1.10 10.40
O 1.0336 0.6803 2.6108 0.67 -0.92 -9.44
H 4.8160 -1.1648 -2.6921 1.62 2.27 1.60
H 3.7462 -1.2854 -3.7290 -0.06 0.17 -0.06
O 4.3119 -1.7804 -3.1361 -1.58 -2.40 -1.53
H 3.5315 1.0182 -0.1078 -0.21 0.08 -0.78
H 3.8748 -0.3740 2.7878 -0.88 1.26 -1.10
O 3.5056 0.3386 2.1912 -0.61 -0.97 1.12
H -1.5713 1.6950 2.5438 -0.23 0.70 -0.21
H -0.2788 0.7154 2.5650 -1.96 0.10 0.30
O -1.3733 0.8076 2.8174 0.90 -1.09 -0.58
H -2.8266 -2.3173 1.0277 -1.65 2.08 1.27
H -1.7958 -2.7650 0.1359 0.22 -0.89 0.04
O -2.5286 -3.1131 0.6806 1.63 -2.08 -1.49



Entry 2:
91
Properties=species:S:1:pos:R:3:forces:R:3 method="wB97M-V/def2-TZVPD" relative_energy_kcal_mol=0.00 fmax_ev_per_a=0.209 spin_multiplicity=2 homo_lumo_gap_ev="8.134 / 8.056" total_charge=0
Co -0.6404 1.5460 0.7624 0.09 -0.04 -0.11
O -3.6083 3.8912 -0.5084 0.02 0.00 0.01
C -2.7832 3.3161 0.1651 0.00 -0.02 -0.01
O -1.9442 2.4256 -0.2966 -0.07 0.05 0.03
C -2.6630 3.6039 1.6737 0.00 -0.02 0.02
P -0.9160 3.3213 2.0736 -0.02 -0.03 0.01
C -0.0818 4.8457 1.5557 0.03 -0.01 -0.02
C -0.2055 6.0416 2.2620 -0.01 0.00 0.00
C 0.3966 7.1955 1.7893 0.00 0.00 0.00
C 1.1219 7.1666 0.6038 0.00 0.00 0.00
C 1.2459 5.9832 -0.1069 0.00 0.00 0.00
C 0.6480 4.8244 0.3703 0.00 0.00 -0.01
C -0.6661 3.2000 3.8610 -0.13 0.07 0.01
C 0.5395 3.6157 4.4239 0.07 -0.11 -0.04
C 0.7911 3.4110 5.7717 0.00 0.01 0.04
C -0.1627 2.7950 6.5705 0.01 0.02 0.02
C -1.3672 2.3856 6.0176 -0.02 0.00 0.02
C -1.6201 2.5828 4.6690 0.06 0.01 -0.04
H -3.2538 2.8478 2.1948 0.00 0.00 -0.01
H -3.0357 4.5980 1.9099 0.00 0.00 0.00
H -0.7725 6.0678 3.1855 0.00 0.00 0.00
H 0.2958 8.1208 2.3414 0.00 0.00 0.00
H 1.5869 8.0713 0.2339 0.00 0.00 0.00
H 1.8028 5.9590 -1.0346 0.00 0.00 0.00
H 0.7343 3.8999 -0.1914 0.00 0.01 0.00
H 1.2898 4.0915 3.8039 0.00 0.05 0.00
H 1.7283 3.7428 6.2004 0.00 0.00 0.00
H 0.0305 2.6406 7.6243 0.00 0.00 0.00
H -2.1164 1.9082 6.6355 0.01 -0.01 0.00
H -2.5521 2.2372 4.2461 -0.03 -0.03 -0.02
O -3.7819 -0.5759 2.9726 -0.03 0.03 -0.04
C -2.8170 -0.0482 2.4989 0.07 -0.03 0.20
N -1.8432 0.4686 2.0626 -0.03 -0.02 -0.16
C 2.6769 0.1583 3.4590 0.06 -0.14 -0.07
C 1.7006 0.5472 2.4558 -0.01 0.07 0.20
N 0.9008 0.8832 1.7148 -0.01 0.13 -0.11
H 3.3843 -0.5455 3.0228 0.03 0.01 0.05
H 2.1657 -0.3179 4.2942 -0.03 0.01 -0.02
H 3.2064 1.0388 3.8174 0.00 0.01 -0.02
C 0.8800 -1.1875 -0.7436 0.00 0.00 0.00
C 0.9967 -2.2578 -1.8328 -0.01 0.01 0.00
As -0.2256 -3.7696 -1.4828 -0.03 -0.04 0.02
C 0.6971 -4.5135 0.0791 0.00 -0.01 0.00
C 2.0333 -4.2891 0.4035 0.00 -0.01 0.01
C 2.5915 -4.8500 1.5448 0.01 0.00 -0.01
C 1.8196 -5.6458 2.3797 -0.01 0.00 0.00
C 0.4874 -5.8748 2.0700 0.00 -0.01 0.00
C -0.0676 -5.3075 0.9311 -0.01 0.02 -0.01
C 0.4843 -4.9263 -2.8915 0.04 0.00 0.01
C 1.5862 -5.7626 -2.7413 0.00 0.00 0.00
C 2.0461 -6.5162 -3.8127 -0.01 0.00 -0.02
C 1.4122 -6.4378 -5.0452 0.01 -0.01 0.01
C 0.3098 -5.6103 -5.2021 -0.01 0.01 0.01
C -0.1553 -4.8650 -4.1272 0.00 0.00 -0.02
P -0.3050 0.1771 -1.0521 -0.01 -0.06 0.09
C -1.7463 -0.6483 -1.7693 -0.06 0.09 0.04
C -2.7483 -1.0612 -0.8955 -0.02 0.01 0.06
C -3.8231 -1.7976 -1.3709 0.00 0.01 -0.01
C -3.9042 -2.1146 -2.7184 0.00 0.01 0.00
C -2.9207 -1.6785 -3.5980 -0.01 -0.01 0.00
C -1.8449 -0.9419 -3.1275 0.02 -0.01 0.00
C 0.4059 1.1374 -2.4234 0.09 0.03 0.08
C 1.6948 0.9318 -2.9091 -0.02 -0.02 -0.05
C 2.2080 1.7480 -3.9091 -0.01 0.01 0.00
C 1.4381 2.7779 -4.4280 0.01 0.00 0.02
C 0.1565 2.9970 -3.9382 0.01 0.00 0.00
C -0.3575 2.1888 -2.9372 -0.08 0.01 -0.04
H 1.8429 -0.7142 -0.5304 0.00 0.00 -0.01
H 0.5579 -1.6210 0.2093 0.01 0.00 0.00
H 2.0156 -2.6365 -1.9225 0.01 0.01 0.02
H 0.7239 -1.8720 -2.8162 0.00 0.00 -0.01
H 2.6589 -3.6810 -0.2379 0.00 0.02 -0.01
H 3.6349 -4.6731 1.7768 -0.01 0.01 0.00
H 2.2546 -6.0843 3.2686 0.00 0.00 0.00
H -0.1237 -6.4885 2.7191 0.00 0.00 0.00
H -1.1144 -5.4778 0.7058 0.00 0.00 0.00
H 2.0868 -5.8360 -1.7831 -0.01 0.00 -0.02
H 2.9015 -7.1677 -3.6843 0.00 0.00 0.00
H 1.7727 -7.0261 -5.8792 0.00 0.00 0.00
H -0.1942 -5.5515 -6.1585 0.00 0.00 0.00
H -1.0281 -4.2313 -4.2485 0.00 0.00 0.00
H -2.6864 -0.7932 0.1536 0.02 -0.03 -0.07
H -4.5975 -2.1137 -0.6847 0.00 0.00 0.00
H -4.7445 -2.6867 -3.0903 0.00 -0.01 0.00
H -2.9972 -1.9033 -4.6546 0.00 0.00 0.00
H -1.0889 -0.5896 -3.8199 0.00 0.00 0.01
H 2.3086 0.1284 -2.5229 0.00 -0.02 0.01
H 3.2085 1.5730 -4.2837 0.00 0.00 0.00
H 1.8373 3.4129 -5.2085 0.00 0.00 -0.01
H -0.4464 3.8058 -4.3302 0.00 0.00 -0.01
H -1.3464 2.3806 -2.5354 0.03 -0.03 -0.02